8 unconnected molecules or ions with the total composition C42H40F2N6. Source: the OMol25 dataset; level of theory: the ωB97M-V functional and the def2-TZVPD basis.

Computed properties:
**LUMO level**: 0.020 Eh
**Charge**: 0
**M**: 666.8 u
**Spin multiplicity**: 1

```
90
Properties=species:S:1:pos:R:3:mulliken_charge:R:1
H 1.9729 -3.9395 0.4599 0.38
H -0.4907 -5.1260 -2.3982 0.39
N -2.8904 -3.5312 -0.7112 -0.57
H -1.9550 -3.1884 7.6563 0.38
N -0.6236 1.1416 0.1779 -0.30
C -1.6183 -1.5415 -5.2365 -0.07
H 0.6339 -3.7694 4.5549 0.41
C -2.6976 -4.0746 0.4808 -0.42
C -0.2675 -1.8353 -5.1998 0.12
F -1.5963 -0.1195 4.4256 -0.26
C 1.3396 -1.9776 3.6320 -0.37
H -2.1912 -3.3217 -2.6109 0.66
H 1.8581 5.9570 -5.1769 0.40
C -2.5255 -2.5848 -5.3141 -0.46
C 2.9244 5.4771 -1.3891 -0.42
H -2.1255 -2.1675 2.8306 0.31
H -2.3288 5.6360 -4.2634 0.39
H -1.8321 3.3491 -3.3455 0.40
C -1.8634 -1.3734 4.8419 0.27
C -0.2823 5.9758 -4.8061 -0.16
C -1.0685 -4.8377 -1.5283 -0.14
H 1.0756 -5.1444 2.5019 0.49
C 1.1536 4.1654 -4.2687 -0.45
C 1.8395 2.0950 2.7584 0.06
C -2.4864 -3.6112 4.3393 -0.11
C -0.4910 1.5080 -1.0943 -0.65
H -0.3528 -2.1706 -0.2474 0.57
H 4.1797 4.0724 4.1458 0.36
H -0.4753 2.5826 -1.2381 0.46
H -0.4766 6.9643 -5.2028 0.39
C -1.0571 3.9720 -3.7798 -0.04
N 0.1563 3.4273 -3.8163 -0.07
H -2.7847 -4.7232 -5.3412 0.36
H 1.7570 3.6611 -1.4586 0.53
H 2.4658 -1.5268 0.6457 0.47
C -2.4529 -3.9182 5.6903 -0.87
H 3.9863 2.2939 2.5220 0.39
H 3.2916 5.3624 -2.4007 0.35
H -3.3815 -3.7499 1.2598 0.52
C 1.8103 -3.4498 1.4124 -0.49
H 0.1107 4.2256 4.7266 0.36
C 3.0772 2.6736 2.9722 -0.53
C 0.9526 3.7367 4.2473 -0.47
H -0.3598 -5.1987 -5.2457 0.47
H -0.1593 -6.2073 -0.1392 0.44
C 0.1873 -3.1397 -5.1998 -0.32
C 2.0731 -2.0828 1.4901 -0.37
C -2.1453 -2.3382 3.8995 0.14
C -2.0468 -3.8675 -1.6872 -0.39
C 3.3007 6.5258 -0.5551 -0.35
H 1.1130 -1.3569 4.4927 0.53
H -0.2433 2.2965 3.1671 0.49
H 1.2511 -3.3355 -5.1336 0.42
C -0.8975 -5.4294 -0.2894 -0.79
C -0.3573 0.6109 -2.1478 -0.08
H 1.4511 6.0572 2.0666 0.41
C -1.7100 -5.0108 0.7501 0.01
N 2.1551 4.2146 4.5584 -0.61
C 0.9907 5.4480 -4.7783 -0.55
C 0.7446 2.6878 3.3782 -0.28
C 1.9932 4.5674 -0.9138 -0.11
H -0.5705 -0.3753 1.5314 0.74
C -0.3188 -0.7322 -1.8372 -0.36
H -0.2920 1.0183 -3.1478 0.53
H -3.5843 -2.3735 -5.3795 0.38
H 2.1358 3.7024 -4.2414 0.49
C 1.4424 4.7754 0.3396 -0.06
N 2.8183 6.6984 0.6659 -0.60
C 3.1913 3.6793 3.9278 -0.25
H -1.5207 -0.8364 6.8584 0.45
C -1.7881 -1.6480 6.1963 -0.63
C -2.0827 -3.8989 -5.3122 -0.53
N 1.8210 -1.3640 2.5730 -0.18
H -2.7198 -4.9039 6.0472 0.40
H -1.6075 -5.3871 1.7594 0.34
H -1.9298 -0.5046 -5.2448 0.46
C -0.5212 -0.1519 0.4714 -0.86
H 0.6938 4.0897 0.7177 0.39
C -1.3267 5.2282 -4.2791 -0.80
H -2.6955 -4.4073 3.6371 0.24
H 4.0700 7.2075 -0.9073 0.33
C 1.3101 -4.0867 2.5249 -0.25
C 1.0644 -3.3368 3.6604 -0.62
F 0.6305 -0.8234 -5.1589 -0.35
C -2.0876 -2.9426 6.6090 -0.31
H -0.1939 -1.5097 -2.5802 0.41
C -0.7271 -4.1818 -5.2250 -0.46
C 1.8538 5.8735 1.0767 -0.48
H 1.7347 1.2763 2.0602 0.47
C -0.4107 -1.1210 -0.5092 -0.51
```

A single C17H13Cl3FNO3 molecule. Source: the OMol25 dataset; level of theory: the ωB97M-V functional and the def2-TZVPD basis.

Computed properties:
**LUMO level**: 0.017 Eh
**Charge**: 0
**M**: 404.7 u
**Spin multiplicity**: 1

```
38
Properties=species:S:1:pos:R:3:mulliken_charge:R:1
H -5.3554 -1.0008 -1.7942 0.43
Cl 6.5806 1.2680 -2.2936 -0.20
H 3.7638 1.1064 -2.0948 0.38
O 1.0985 -0.0428 1.7259 -0.67
H 1.7017 0.8208 -1.2343 0.22
O -0.4547 -2.2102 -1.2026 -0.59
H -0.4515 -1.7726 1.6284 0.56
Cl -2.5993 2.6301 1.4032 -0.19
H -1.4669 0.3124 1.7701 0.69
C -4.8158 -0.3056 -1.1714 -1.16
C 0.9456 0.2960 0.5746 0.62
C -3.5960 -0.6559 -0.6215 -0.04
C -3.4288 1.4732 0.4185 0.53
H 3.2485 0.0531 2.0229 0.51
H 5.7098 0.0757 2.3118 0.40
H -0.5998 1.5358 -0.1960 0.71
C 3.8929 0.2867 1.1929 -0.39
N 1.9644 0.5922 -0.2853 -0.03
Cl -6.8607 1.4072 -1.5856 -0.21
C 5.5516 0.8917 -0.9608 0.16
F 7.4229 0.6072 0.4646 -0.34
C -5.3402 0.9498 -0.9137 0.47
C -1.3377 -1.6549 0.9968 -1.41
H -1.4038 -4.2931 -0.8219 0.38
C -0.4156 0.4651 -0.0792 -1.16
C -2.8737 0.2135 0.1861 -0.60
C 3.3384 0.5777 -0.0519 0.50
C 4.1779 0.8795 -1.1243 -0.63
H -0.4117 0.0031 -1.0661 0.44
H -3.2013 -1.6360 -0.8322 0.30
O -1.6269 -3.7217 -0.0696 -0.45
C -1.5341 -0.1477 0.7780 0.64
H -5.0542 2.8267 0.0838 0.44
C 5.2647 0.2985 1.3554 -0.63
H -2.1888 -2.0724 1.5356 0.44
C -1.0847 -2.5041 -0.2196 0.45
C 6.0896 0.5992 0.2871 0.27
C -4.6493 1.8481 -0.1175 -0.83
```

A molecular structure, C39H83AsF6N7OP in a non-equilibrium geometry. Source: the OMol25 dataset; level of theory: the ωB97M-V functional and the def2-TZVPD basis.

Computed properties:
**LUMO level**: -0.291 Eh
**Charge**: +4
**M**: 886.0 u
**Spin multiplicity**: 1

```
138
Properties=species:S:1:pos:R:3:mulliken_charge:R:1
H 2.5149 4.2498 27.6057 0.33
C 1.1266 10.8442 20.7463 -0.69
H 0.1802 6.2207 23.3080 0.02
H -5.1260 8.3766 26.1654 0.36
H -1.2739 1.7399 18.2676 0.42
H -2.1743 5.1571 22.0395 -0.07
C 2.6416 8.8283 27.2017 -0.62
H -6.5189 -0.9796 27.7422 0.42
H -5.7078 1.0781 24.1929 0.31
O -5.6183 1.5451 28.7169 -0.45
H 0.3327 1.8092 30.5495 0.48
H -4.1331 0.6208 19.4416 0.29
N -7.6083 5.6902 24.4320 0.29
C -6.3561 6.1627 24.5321 -0.31
H -7.2614 0.2868 24.2965 0.41
N -6.0970 0.2124 26.0920 0.04
C -8.0847 5.6664 25.7282 -0.63
F -3.4739 2.5302 24.1913 -0.48
H -7.6293 1.0608 28.4773 0.41
H -0.1826 11.1154 24.9796 0.74
C -6.7518 -1.0125 26.6833 -0.92
H 5.4329 7.0516 28.3168 0.42
C -0.0136 12.8830 27.6373 -1.08
C 3.0083 9.0348 25.7135 -0.87
H -0.8613 11.3687 20.0187 0.31
H -7.7731 1.4419 26.0907 0.33
H 2.0137 9.6609 27.5247 0.50
H 1.0755 7.3719 22.4436 0.41
H 2.2060 3.9341 29.3536 0.46
C 0.5907 3.3101 28.1268 -0.45
H -3.1268 5.6211 31.1571 0.34
H 1.8821 8.0287 27.2519 0.12
H -0.6888 12.0378 27.4874 0.26
C -1.6445 2.3605 19.0687 -0.37
H -3.8405 4.0685 31.6709 0.30
F -2.1636 2.7107 26.2747 -0.45
H -7.2180 6.5171 27.5770 0.53
C -3.3648 4.5983 30.8549 -0.72
H 0.2756 11.2414 18.7684 0.40
C -4.9177 7.3122 26.2434 -0.70
H 2.5112 5.5058 23.0352 0.57
H 2.6083 9.3026 22.4399 0.62
H -9.0872 5.3045 25.8974 0.56
C 2.2461 6.2093 23.8276 -1.04
H -2.3293 0.0358 21.9029 0.34
F -3.4089 4.9832 23.8979 -0.46
H 3.7120 9.8738 25.7282 0.82
C -0.0022 10.7696 19.7097 -1.25
N -6.0670 6.5472 25.7739 0.29
C -7.1740 6.2096 26.5456 -0.51
H -3.7401 -0.8534 21.3710 0.44
C -1.2896 3.6547 19.2768 -0.41
H -4.5091 0.0325 27.3998 0.39
H 1.4656 11.8783 20.8682 0.39
H -6.2291 2.2753 25.9849 0.12
H 0.1526 9.3848 22.0179 0.15
H 0.3461 7.6237 25.4956 0.68
C 1.6507 11.9985 25.9228 -0.65
H -5.7205 -0.6799 24.1640 0.42
C -1.9574 5.3589 20.9922 -0.68
C 0.8398 13.1928 26.3943 -0.67
H -0.6224 4.3463 18.7938 0.50
H -6.3175 -1.8368 26.1219 0.43
N -0.4214 3.3643 29.2005 0.32
H 3.5664 8.5410 29.1924 0.34
H -2.7446 6.0497 20.6784 0.31
C 3.8059 8.4951 28.1337 -0.77
H -2.5246 -0.0096 19.4807 0.36
H -8.6245 4.1742 23.5167 0.33
C 0.5098 8.0171 24.4928 -1.13
H 0.9068 2.2680 28.1869 0.31
H -0.6143 13.7656 27.8470 0.39
C -4.6058 0.1555 26.3234 -1.20
H -0.2587 9.7194 19.5738 0.28
C 2.0063 10.0580 22.9517 -1.06
P 1.6025 9.4963 24.6467 -0.04
C -6.7715 1.4947 26.5172 -0.12
H -5.4680 2.3514 29.2108 0.23
H 3.8489 6.2576 28.2935 0.08
N -2.6661 2.0143 19.8994 0.24
H 0.5809 12.6040 28.5081 0.30
H -10.1015 6.2908 23.3479 0.35
N -2.1537 4.1233 20.2559 0.22
C 2.1504 5.4665 25.1268 -0.59
C -1.4398 2.9410 31.1118 -0.46
C -9.3361 6.0026 22.6257 -1.20
H 2.6503 10.9391 22.9223 0.73
H -7.1147 2.7353 28.1038 0.49
H -1.8370 2.5294 32.0249 0.44
C -2.9491 3.1045 20.6223 -0.42
H 2.9824 7.0177 23.7733 0.28
C -6.2148 0.1932 24.5783 -0.94
H 0.2137 13.6000 25.5999 0.34
H -4.0213 7.0001 25.7146 0.21
C 0.7317 10.3078 22.1207 -0.34
H 1.6041 13.9398 26.6195 0.39
H 4.5383 9.2464 27.8256 0.36
H 0.0397 11.0421 22.5403 0.28
C 0.7235 10.8174 25.5078 -1.18
H -1.7440 4.9807 28.6518 0.63
H 1.4527 5.2849 28.5072 0.33
F -1.3363 3.7915 24.2264 -0.51
H -4.7800 7.0783 27.2970 0.24
H 3.5090 8.1593 25.3042 0.57
H 0.3577 10.3614 26.4321 0.68
H 0.1292 3.3896 27.1453 0.01
H 1.3811 4.6926 25.0927 0.22
H -9.8872 5.4190 21.8908 0.39
H -1.0079 5.8758 20.9296 0.44
H -3.6691 3.1174 21.4231 0.56
H 4.6179 6.8832 26.8625 0.27
H 2.0487 10.3870 20.3734 0.43
C -6.8540 1.6751 28.0233 -0.76
H 2.3068 12.2883 25.0956 0.38
C 1.7775 4.2468 28.4029 -0.96
C -0.4009 2.5682 30.3381 -0.41
H -7.4292 5.0467 22.4804 0.28
F -2.2282 5.1757 26.1225 -0.55
H -3.9879 4.7886 29.9813 0.22
As -2.8256 3.8581 25.1236 2.30
N -2.1348 3.9243 30.4497 0.20
H -5.6337 6.3147 23.7449 0.49
H -7.8181 -1.0365 26.4688 0.34
C -8.2039 5.1400 23.2367 -0.42
C -3.3168 0.1453 21.4547 -0.69
H 3.0820 4.9793 25.4179 0.54
H 2.3520 11.6955 26.7032 0.34
H -8.9113 6.9019 22.1861 0.34
H 1.9274 6.1775 25.9286 -0.02
H -3.8709 0.8489 22.0741 -0.07
C 4.4188 7.1074 27.9191 -0.90
H -0.4551 8.4479 24.2064 0.63
C 0.9586 6.9761 23.4549 -0.36
H -4.1770 1.1272 26.0681 0.63
H -4.1198 -0.6295 25.7549 0.34
F -4.3321 3.9538 26.0170 -0.48
C -3.2052 0.6541 20.0113 -0.49
C -1.4814 4.1647 29.3049 -0.45
```

2 unconnected molecules or ions with the total composition C4H6BrFN3O2 in a non-equilibrium geometry. Source: the OMol25 dataset; level of theory: the ωB97M-V functional and the def2-TZVPD basis.

Computed properties:
**LUMO level (spin up / spin down)**: -0.233 / -0.233 Eh
**Charge**: +1
**M**: 227.0 u
**Spin multiplicity**: 1

```
17
Properties=species:S:1:pos:R:3:mulliken_charge:R:1
O 2.6634 -0.5554 1.5257 -0.42
H -0.1848 2.7872 3.0012 0.28
C -1.8299 -1.2688 -2.1056 -0.46
N -0.5286 -0.9230 -1.7821 -0.30
C -0.3883 0.3346 0.0485 0.50
C 0.6540 0.5057 0.8925 -0.13
O 1.7116 -1.1103 -0.3646 -0.36
Br -1.8372 1.3091 0.0209 0.08
N -0.2917 2.0714 2.3349 -0.43
H 2.4324 -1.6766 -0.5584 0.41
H -0.0872 -0.1523 -2.2301 0.32
H -2.1080 -2.2841 -1.7704 0.24
C 0.7003 1.4552 2.0205 0.23
H -2.3668 -0.4477 -1.4150 0.06
F 1.9148 1.3811 2.6573 -0.22
H -2.2529 -1.0551 -3.0329 0.35
N 1.7989 -0.3711 0.7577 0.85
```

| no. | E (Ha) |
| --- | --- |
| 1 | -2152.6781 |
| 2 | -2416.6052 |
| 3 | -5169.5888 |
| 4 | -3144.0609 |